Record 1
C39H45MgN7O4S2Sb | wB97M-V/def2-TZVPD

DFT total energy ... -3434.04717 Eh
Orbital gap ... 6.74 eV
Lowest unoccupied orbital energy ... -3.417 eV
Net charge ... +1
F_max ... 0.031 hartree/bohr

Geometry as XYZ:
```
99
C39H45MgN7O4S2Sb, DFT wB97M-V/def2-TZVPD
Mg -0.31 -1.13 -0.13
C -3.00 3.56 5.71
C -2.57 2.38 4.90
C -2.49 1.12 5.48
C -2.03 0.03 4.76
C -1.63 0.21 3.45
C -1.68 1.46 2.86
C -2.17 2.54 3.58
S -0.90 -1.13 2.51
O -1.88 -1.67 1.58
O -0.33 -2.09 3.41
N 0.20 -0.44 1.59
C 1.47 -0.34 2.07
C 1.80 0.08 3.34
C 3.13 0.18 3.74
C 4.15 -0.16 2.89
C 3.87 -0.64 1.60
C 4.85 -1.09 0.70
C 4.46 -1.66 -0.48
C 3.09 -1.73 -0.79
N 2.15 -1.26 -0.01
C 2.51 -0.73 1.18
H -3.75 3.29 6.45
H -3.40 4.35 5.08
H -2.13 3.96 6.24
H -2.78 0.99 6.51
H -1.95 -0.95 5.20
H -1.31 1.59 1.85
H -2.23 3.51 3.11
H 1.00 0.35 4.02
H 3.35 0.52 4.74
H 5.18 -0.10 3.22
H 5.89 -1.02 0.97
H 5.19 -2.04 -1.18
H 2.77 -2.20 -1.71
O 3.23 -0.78 -7.56
C 3.71 -0.68 -6.31
O 4.85 -0.41 -6.08
C 2.70 -0.89 -5.22
C 2.81 -0.11 -4.07
C 1.87 -0.19 -3.07
C 0.79 -1.07 -3.19
C 0.76 -1.95 -4.28
C 1.69 -1.84 -5.30
N -0.23 -1.00 -2.25
C -1.43 -1.15 -2.67
C -2.56 -0.89 -1.81
C -3.87 -1.12 -2.24
C -4.92 -0.73 -1.43
C -4.63 -0.08 -0.24
C -3.30 0.10 0.11
N -2.29 -0.30 -0.64
H 2.27 -0.90 -7.58
H 3.63 0.59 -4.00
H 1.93 0.45 -2.20
H 0.01 -2.73 -4.31
H 1.62 -2.51 -6.15
H -1.65 -1.35 -3.72
H -4.06 -1.60 -3.19
H -5.95 -0.90 -1.73
H -5.41 0.27 0.41
H -3.04 0.59 1.03
C -0.99 4.98 0.42
C -1.36 3.72 -0.33
Sb 0.24 2.22 -0.65
C 1.54 2.85 1.01
C 2.84 3.52 0.61
C 1.33 3.22 -2.32
C 1.05 4.68 -2.56
H -1.85 5.65 0.50
H -0.19 5.52 -0.09
H -0.65 4.75 1.43
H -1.74 3.98 -1.33
H -2.16 3.20 0.19
H 1.75 1.94 1.56
H 0.96 3.50 1.67
H 3.45 2.85 0.02
H 3.41 3.78 1.50
H 2.66 4.43 0.05
H 1.07 2.64 -3.21
H 2.39 3.07 -2.13
H -0.01 4.86 -2.70
H 1.57 5.02 -3.45
H 1.39 5.29 -1.72
C -3.53 -6.41 -0.32
C -2.85 -5.38 -1.22
C -1.73 -4.69 -0.52
N -1.24 -3.56 -0.85
N -0.21 -3.16 -0.10
C 0.10 -3.99 0.86
N 1.13 -3.85 1.69
S -0.91 -5.41 0.85
H -4.37 -6.87 -0.83
H -3.90 -5.94 0.58
H -2.82 -7.19 -0.03
H -3.57 -4.62 -1.55
H -2.46 -5.88 -2.11
H 1.49 -2.91 1.79
H 1.10 -4.38 2.56
```

=====

Record 2
C4H10N2O2 | wB97M-V/def2-TZVPD

DFT total energy ... -418.38862 Eh
Orbital gap ... 9.57 eV
Relative energy (zero: lowest compared OMol25 entry of this formula, charge and spin) ... 189.9 kJ/mol
Lowest unoccupied orbital energy ... 0.856 eV
F_max ... 0.034 hartree/bohr

Geometry as XYZ:
```
18
C4H10N2O2, DFT wB97M-V/def2-TZVPD
C 0.57 -0.44 -2.48
N 0.91 -0.48 -1.03
C 0.05 0.27 -0.10
C 0.93 1.11 0.87
O 0.64 2.51 0.72
C -0.75 -0.80 0.68
N -2.08 -0.79 0.41
O -0.19 -1.67 1.32
H 0.43 -1.43 -2.88
H 1.44 0.01 -2.97
H -0.32 0.17 -2.66
H 0.93 -1.44 -0.71
H -0.65 0.95 -0.55
H 0.66 0.83 1.89
H 1.93 0.90 0.55
H 1.45 2.95 0.44
H -2.53 0.01 -0.01
H -2.67 -1.40 0.98
```

=====

Record 3
C24H56Cl2Cu3NO16P3 | wB97M-V/def2-TZVPD

DFT total energy ... -9072.23034 Eh
Orbital gap ... 4.12 eV
Lowest unoccupied orbital energy ... -4.951 eV
Net charge ... +1
F_max ... 0.144 hartree/bohr

Geometry as XYZ:
```
105
C24H56Cl2Cu3NO16P3, DFT wB97M-V/def2-TZVPD
Cu -7.10 18.74 -2.61
Cu -7.06 23.93 -6.16
Cu -5.51 24.30 0.16
C -6.32 22.33 -2.80
O -6.75 21.73 -3.76
O -6.24 21.81 -1.68
O -6.20 23.56 -2.93
C 0.38 18.51 0.27
O 1.57 18.37 0.12
N -0.43 19.12 -0.66
C 0.14 19.60 -1.95
C -1.86 19.30 -0.32
H -0.18 18.04 1.09
H -0.20 19.00 -2.80
H 1.23 19.63 -1.90
H -0.15 20.62 -2.18
H -2.42 18.67 -1.00
H -2.11 19.04 0.71
H -2.20 20.33 -0.46
Cl -12.77 24.16 -1.06
C -11.52 23.15 -1.83
C -11.74 23.11 -3.37
Cl -13.35 22.38 -3.74
H -11.53 22.16 -1.37
H -10.59 23.66 -1.57
H -10.95 22.53 -3.85
H -11.78 24.09 -3.86
C -6.39 20.83 8.22
C -6.71 22.20 7.67
O -5.85 22.43 6.55
P -6.44 22.17 5.03
O -5.58 22.70 3.92
O -6.89 20.55 4.93
C -6.05 19.57 4.31
C -4.67 19.41 5.06
O -7.94 22.91 4.93
C -8.67 22.61 3.72
C -9.84 21.76 4.10
H -5.40 20.49 8.49
H -7.07 20.76 9.07
H -6.87 20.06 7.62
H -7.74 22.53 7.49
H -6.48 22.94 8.43
H -6.59 18.62 4.27
H -5.75 19.87 3.31
H -4.24 20.41 5.16
H -4.68 19.00 6.07
H -3.96 18.79 4.52
H -8.87 23.61 3.32
H -8.04 22.19 2.94
H -10.40 22.25 4.89
H -10.47 21.64 3.22
H -9.47 20.81 4.48
C -3.96 18.20 -8.62
C -5.24 19.03 -8.29
O -6.36 18.37 -8.73
P -7.39 17.58 -7.70
O -7.04 17.57 -6.26
O -8.89 18.10 -8.17
C -9.31 19.37 -7.85
C -10.60 19.50 -8.62
O -7.37 16.07 -8.35
C -6.44 15.11 -7.78
C -5.64 14.46 -9.00
H -3.99 17.25 -8.09
H -3.83 17.92 -9.67
H -3.00 18.58 -8.25
H -5.38 19.37 -7.26
H -5.08 19.99 -8.79
H -9.53 19.35 -6.78
H -8.60 20.19 -7.93
H -10.55 19.44 -9.71
H -11.37 18.82 -8.26
H -10.95 20.53 -8.57
H -5.66 15.61 -7.21
H -6.99 14.37 -7.20
H -6.31 14.17 -9.81
H -4.91 15.20 -9.35
H -5.00 13.69 -8.56
C -4.04 25.70 -11.92
C -3.76 26.62 -10.69
O -2.69 26.18 -9.92
P -2.95 25.77 -8.35
O -3.91 24.59 -8.19
O -1.43 25.51 -7.85
C -0.75 24.31 -8.29
C -0.80 23.18 -7.15
O -3.39 27.13 -7.62
C -4.00 27.05 -6.33
C -3.05 26.57 -5.26
H -4.68 24.85 -11.70
H -4.51 26.29 -12.71
H -3.19 25.36 -12.52
H -3.73 27.65 -11.04
H -4.66 26.71 -10.07
H -1.14 24.02 -9.26
H 0.31 24.54 -8.42
H -1.82 22.84 -6.98
H -0.12 22.36 -7.37
H -0.59 23.61 -6.17
H -4.42 27.96 -5.88
H -4.87 26.39 -6.38
H -2.23 27.28 -5.21
H -3.47 26.69 -4.27
H -2.61 25.60 -5.50
```

=====

Record 4
C2 | wB97M-V/def2-TZVPD

DFT total energy ... -75.56874 Eh
Orbital gap ... 5.11 eV
Relative energy (zero: lowest compared OMol25 entry of this formula, charge and spin) ... 810.7 kJ/mol
Lowest unoccupied orbital energy ... -2.746 eV
F_max ... 0.068 hartree/bohr

Geometry as XYZ:
```
2
C2, DFT wB97M-V/def2-TZVPD
C 0.00 0.00 1.46
C 0.00 0.00 -1.46
```